Entry from the Open Molecules 2025 dataset: a 4-piece molecular cluster, CH11N2O3 overall in a non-equilibrium geometry (ωB97M-V/def2-TZVPD).

Bonds (Å) are listed after each position.
Element x y z (Å)
1 N 0.3080 0.1919 -0.0663  C2 1.375, H4 1.091, H5 1.023
2 C 0.7221 0.7235 -1.2645  N1 1.375, N3 1.381, H6 1.134
3 N -0.2949 1.0452 -2.1417  C2 1.381, H7 0.971, H8 1.086
4 H -0.6762 0.5076 0.2834  N1 1.091
5 H 0.8254 -0.0001 0.7956  N1 1.023
6 H 1.8334 0.8121 -1.4704  C2 1.134
7 H 0.1184 1.4399 -2.9264  N3 0.971
8 H -1.3446 0.7865 -2.0349  N3 1.086
9 H 3.6588 1.0730 0.7890  O11 0.902
10 H 2.8602 1.5972 1.8337  O11 0.950
11 O 2.7923 1.0785 1.0405  H9 0.902, H10 0.950
12 H -3.2181 0.6846 -0.4440  O14 1.024
13 H -3.6689 -0.7816 -0.6777  O14 0.999
14 O -2.8290 -0.2429 -0.6350  H12 1.024, H13 0.999
15 H -0.5424 -2.6340 2.9629  O17 0.924
16 H -0.2564 -3.6075 1.8801  O17 0.954
17 O -0.2881 -2.6739 2.0755  H15 0.924, H16 0.954

## Properties
Net charge   +1
ΔE to the lowest compared entry with this formula, charge and spin   44.82 kcal per mole
Kohn-Sham gap   10.720 eV

=====

Entry from the Open Molecules 2025 dataset: a 15-piece molecular cluster, C34H106N8O15 overall in a non-equilibrium geometry (ωB97M-V/def2-TZVPD).

Bonds (Å) are listed after each position.
Element x y z (Å)
1 O 3.9720 -3.7690 -1.8486  H2 0.957, H3 0.957
2 H 3.7768 -4.0012 -2.7564  O1 0.957
3 H 4.7530 -3.2184 -1.9043  O1 0.957
4 O -2.3395 3.3588 4.4053  H5 0.957, H6 0.957
5 H -1.5841 2.8602 4.0941  O4 0.957
6 H -2.0313 4.2643 4.4410  O4 0.957
7 O -0.0639 2.3104 3.6341  H8 0.957, H9 0.957
8 H 0.5854 2.4677 2.9487  O7 0.957
9 H 0.4454 1.9882 4.3778  O7 0.957
10 O -0.9248 -1.9256 4.8435  H11 0.957, H12 0.957
11 H -1.1241 -2.8560 4.7386  O10 0.957
12 H -0.0417 -1.8277 4.4875  O10 0.957
13 O -4.0074 1.6651 2.9624  H14 0.957, H15 0.957
14 H -3.4540 2.2113 3.5207  O13 0.957
15 H -3.3967 1.2446 2.3570  O13 0.957
16 O 1.9060 -5.2702 -0.8440  H17 0.957, H18 0.957
17 H 1.2290 -4.9059 -1.4143  O16 0.957
18 H 2.7194 -4.8699 -1.1510  O16 0.957
19 C -1.0191 1.0107 0.1620  C20 1.539, H25 1.090, H26 1.090, H27 1.090
20 C -1.3075 -0.2101 1.0537  C19 1.539, C21 1.570, N24 1.468, H28 1.090
21 C -0.1691 -1.2879 1.1405  C20 1.570, O22 1.424, H29 1.090, H30 1.090
22 O 0.6738 -1.2623 -0.0066  C21 1.424, C23 1.383
23 C 1.7401 -2.1411 0.0533  O22 1.383, H31 1.090, H32 1.090, H33 1.090
24 N -1.6405 0.3662 2.3623  C20 1.468, H34 1.010, H35 1.010
25 H -1.8874 1.6690 0.1345  C19 1.090
26 H -0.9005 0.7662 -0.8936  C19 1.090
27 H -0.1487 1.5861 0.4771  C19 1.090
28 H -2.1181 -0.7992 0.6247  C20 1.090
29 H -0.6888 -2.2349 1.2863  C21 1.090
30 H 0.4717 -1.1442 2.0105  C21 1.090
31 H 2.2658 -2.1016 -0.9007  C23 1.090
32 H 1.4970 -3.1401 0.4155  C23 1.090
33 H 2.4711 -1.6682 0.7092  C23 1.090
34 H -0.8315 0.8908 2.6631  N24 1.010
35 H -1.7742 -0.3318 3.0799  N24 1.010
36 C -1.3271 -4.7078 -2.6108  C37 1.501, H42 1.090, H43 1.090, H44 1.090
37 C -0.1968 -4.6231 -3.5954  C36 1.501, C38 1.564, N41 1.421, H45 1.090
38 C -0.6406 -4.0965 -5.0002  C37 1.564, O39 1.437, H46 1.090, H47 1.090
39 O 0.4296 -4.2120 -5.9527  C38 1.437, C40 1.424
40 C 0.1774 -3.3290 -7.0409  O39 1.424, H48 1.090, H49 1.090, H50 1.090
41 N 0.7140 -3.6991 -3.0170  C37 1.421, H51 1.010, H52 1.010
42 H -2.0699 -5.4168 -2.9761  C36 1.090
43 H -1.8236 -3.7793 -2.3288  C36 1.090
44 H -0.9287 -5.1568 -1.7009  C36 1.090
45 H 0.2820 -5.6021 -3.6175  C37 1.090
46 H -1.0410 -3.0828 -5.0119  C38 1.090
47 H -1.4823 -4.6695 -5.3893  C38 1.090
48 H 0.0003 -2.2673 -6.8690  C40 1.090
49 H -0.7186 -3.7276 -7.5167  C40 1.090
50 H 0.9835 -3.4574 -7.7633  C40 1.090
51 H 1.5032 -3.8643 -3.6252  N41 1.010
52 H 0.4398 -2.7314 -3.1098  N41 1.010
53 C -2.5878 -4.4364 2.3571  C54 1.543, H59 1.090, H60 1.090, H61 1.090
54 C -3.3302 -3.7904 3.5454  C53 1.543, C55 1.549, N58 1.490, H62 1.090
55 C -4.8645 -4.0004 3.4963  C54 1.549, O56 1.460, H63 1.090, H64 1.090
56 O -5.4382 -3.2956 2.3538  C55 1.460, C57 1.434
57 C -6.7189 -3.7848 1.9327  O56 1.434, H65 1.090, H66 1.090, H67 1.090
58 N -2.7331 -4.3969 4.7683  C54 1.490, H68 1.010, H69 1.010
59 H -1.5258 -4.2399 2.5044  C53 1.090
60 H -2.9405 -3.9254 1.4612  C53 1.090
61 H -2.7170 -5.5122 2.2383  C53 1.090
62 H -3.0949 -2.7261 3.5384  C54 1.090
63 H -5.3706 -3.5830 4.3668  C55 1.090
64 H -5.0337 -5.0728 3.3993  C55 1.090
65 H -7.3228 -2.9879 1.4986  C57 1.090
66 H -7.2606 -4.3330 2.7035  C57 1.090
67 H -6.5459 -4.4548 1.0905  C57 1.090
68 H -2.6507 -5.3937 4.6285  N58 1.010
69 H -3.3380 -4.3525 5.5759  N58 1.010
70 C 3.6999 0.9302 4.7102  C71 1.520, H76 1.090, H77 1.090, H78 1.090
71 C 2.4780 0.1001 4.3529  C70 1.520, C72 1.577, N75 1.482, H79 1.090
72 C 2.7825 -1.4183 4.0549  C71 1.577, O73 1.377, H80 1.090, H81 1.090
73 O 1.5984 -2.1186 4.0060  C72 1.377, C74 1.389
74 C 1.7903 -3.4762 3.7848  O73 1.389, H82 1.090, H83 1.090, H84 1.090
75 N 1.4419 0.2839 5.3958  C71 1.482, H85 1.010, H86 1.010
76 H 3.3814 1.9685 4.8027  C70 1.090
77 H 4.4993 0.8079 3.9794  C70 1.090
78 H 4.0923 0.7860 5.7169  C70 1.090
79 H 2.0471 0.5463 3.4567  C71 1.090
80 H 3.3847 -1.8630 4.8472  C72 1.090
81 H 3.4018 -1.4754 3.1598  C72 1.090
82 H 2.4824 -3.9562 4.4767  C74 1.090
83 H 2.1269 -3.7255 2.7785  C74 1.090
84 H 0.8797 -4.0351 4.0003  C74 1.090
85 H 0.9110 -0.5708 5.3077  N75 1.010
86 H 1.9412 0.1924 6.2690  N75 1.010
87 C -2.8508 2.9542 -3.2760  C88 1.528, H93 1.090, H94 1.090, H95 1.090
88 C -4.2023 2.4172 -3.7448  C87 1.528, C89 1.559, N92 1.457, H96 1.090
89 C -4.3417 2.2013 -5.2828  C88 1.559, O90 1.423, H97 1.090, H98 1.090
90 O -5.6980 1.8195 -5.4822  C89 1.423, C91 1.392
91 C -5.9710 0.9975 -6.5719  O90 1.392, H99 1.090, H100 1.090, H101 1.090
92 N -4.4681 1.1849 -3.0137  C88 1.457, H102 1.010, H103 1.010
93 H -2.1106 2.2106 -3.5713  C87 1.090
94 H -2.8535 3.1456 -2.2029  C87 1.090
95 H -2.6104 3.8399 -3.8641  C87 1.090
96 H -4.8984 3.1459 -3.3293  C88 1.090
97 H -3.6998 1.3740 -5.5854  C89 1.090
98 H -4.0718 3.0962 -5.8436  C89 1.090
99 H -5.8993 1.4226 -7.5730  C91 1.090
100 H -6.9742 0.5939 -6.4354  C91 1.090
101 H -5.2618 0.1697 -6.5778  C91 1.090
102 H -3.6437 0.6385 -3.2185  N92 1.010
103 H -5.1407 0.8193 -3.6726  N92 1.010
104 C -3.3608 4.9740 0.4011  C105 1.557, H110 1.090, H111 1.090, H112 1.090
105 C -3.3624 5.8827 -0.8633  C104 1.557, C106 1.555, N109 1.449, H113 1.090
106 C -4.6517 5.9503 -1.7292  C105 1.555, O107 1.419, H114 1.090, H115 1.090
107 O -4.2697 6.7068 -2.8670  C106 1.419, C108 1.380
108 C -5.1108 6.6572 -3.9597  O107 1.380, H116 1.090, H117 1.090, H118 1.090
109 N -2.9685 7.1978 -0.4013  C105 1.449, H119 1.010, H120 1.010
110 H -3.9373 5.3539 1.2445  C104 1.090
111 H -2.3631 4.9730 0.8401  C104 1.090
112 H -3.5323 3.9300 0.1390  C104 1.090
113 H -2.6105 5.5190 -1.5636  C105 1.090
114 H -5.4629 6.4667 -1.2159  C106 1.090
115 H -4.9534 4.9148 -1.8866  C106 1.090
116 H -6.0609 7.0811 -3.6345  C108 1.090
117 H -5.3027 5.6059 -4.1744  C108 1.090
118 H -4.7634 7.2818 -4.7827  C108 1.090
119 H -2.0401 7.2015 -0.0034  N109 1.010
120 H -3.5359 7.5141 0.3721  N109 1.010
121 C 2.3224 4.7247 3.8568  C122 1.538, H127 1.090, H128 1.090, H129 1.090
122 C 2.8177 4.8180 2.4036  C121 1.538, C123 1.528, N126 1.497, H130 1.090
123 C 1.8303 4.1717 1.4324  C122 1.528, O124 1.460, H131 1.090, H132 1.090
124 O 1.8731 2.7534 1.7763  C123 1.460, C125 1.408
125 C 2.8772 2.0475 1.0871  O124 1.408, H133 1.090, H134 1.090, H135 1.090
126 N 3.0047 6.2808 2.1460  C122 1.497, H136 1.010, H137 1.010
127 H 3.1257 4.9958 4.5419  C121 1.090
128 H 2.0328 3.7277 4.1886  C121 1.090
129 H 1.4754 5.3360 4.1682  C121 1.090
130 H 3.8149 4.3836 2.3328  C122 1.090
131 H 2.0050 4.3938 0.3797  C123 1.090
132 H 0.8082 4.4658 1.6711  C123 1.090
133 H 3.8047 2.6184 1.0418  C125 1.090
134 H 2.4938 1.7731 0.1043  C125 1.090
135 H 3.2524 1.2322 1.7056  C125 1.090
136 H 2.1504 6.7934 2.3114  N126 1.010
137 H 3.1966 6.3153 1.1550  N126 1.010
138 C 5.9354 -0.7580 -0.5864  C139 1.511, H144 1.090, H145 1.090, H146 1.090
139 C 7.0525 -1.7290 -0.8900  C138 1.511, C140 1.551, N143 1.492, H147 1.090
140 C 7.5667 -2.5212 0.3404  C139 1.551, O141 1.404, H148 1.090, H149 1.090
141 O 8.1533 -1.7311 1.3414  C140 1.404, C142 1.458
142 C 9.4923 -1.2398 1.0381  O141 1.458, H150 1.090, H151 1.090, H152 1.090
143 N 6.4786 -2.5523 -1.9943  C139 1.492, H153 1.010, H154 1.010
144 H 5.6395 -0.2346 -1.4956  C138 1.090
145 H 6.3048 0.0601 0.0319  C138 1.090
146 H 5.0606 -1.1950 -0.1048  C138 1.090
147 H 7.7512 -1.0685 -1.4035  C139 1.090
148 H 8.3029 -3.2725 0.0544  C140 1.090
149 H 6.7070 -2.9567 0.8496  C140 1.090
150 H 9.6190 -0.3692 1.6817  C142 1.090
151 H 9.4483 -0.8337 0.0276  C142 1.090
152 H 10.2833 -1.9779 1.1708  C142 1.090
153 H 7.1705 -3.2093 -2.3255  N143 1.010
154 H 6.2684 -1.9830 -2.8016  N143 1.010
155 C 2.1766 -0.1438 -3.1614  C156 1.549, H158 1.090, H159 1.090, H160 1.090
156 C 0.6842 -0.1792 -3.5730  C155 1.549, O157 1.380, H161 1.090, H162 1.090
157 O 0.0564 -1.0384 -2.6942  C156 1.380, H163 0.960
158 H 2.6959 -1.0729 -3.3963  C155 1.090
159 H 2.4011 0.0105 -2.1060  C155 1.090
160 H 2.7163 0.5875 -3.7632  C155 1.090
161 H 0.5875 -0.4697 -4.6191  C156 1.090
162 H 0.2194 0.7977 -3.4399  C156 1.090
163 H 0.5058 -0.9547 -1.8500  O157 0.960

## Properties
Net charge   0
ΔE to the lowest compared entry with this formula, charge and spin   0.00 kcal per mole
Kohn-Sham gap   8.576 eV